(1)
DFT (wB97M-V/def2-TZVPD) results for a 11-piece molecular cluster, C20H62O14 overall.

Calculated values
Molar mass, g/mol: 526.7
Gap between HOMO and LUMO, eV: 9.90
E_LUMO, eV: 0.20
SMILES: OCCO.OCCO.OCCO.CCO.CCO.CCO.CCO.CCO.CCO.CO.CO
ΔE to the lowest compared entry with this formula, charge and spin, eV: 0.856

Cartesian coordinates (Å):
1 H -10.97 6.98 30.73
2 C -18.67 2.75 29.97
3 H -16.35 -0.93 30.95
4 H -12.56 0.61 23.61
5 C -16.52 -1.03 26.90
6 O -10.16 -1.29 32.02
7 H -8.47 2.89 29.80
8 O -14.58 4.49 31.25
9 C -11.21 5.29 29.47
10 H -14.14 2.26 27.80
11 H -11.35 -2.66 26.86
12 H -15.66 0.28 28.97
13 C -14.98 -2.66 30.97
14 C -15.67 5.35 30.95
15 C -16.32 -1.99 30.69
16 H -19.60 2.35 30.38
17 H -17.20 -1.58 26.24
18 O -11.35 -3.42 24.13
19 H -18.87 4.34 31.04
20 H -14.45 3.91 30.49
21 H -19.24 2.67 27.85
22 O -15.42 -1.82 27.35
23 H -10.81 -1.27 25.88
24 C -15.96 0.20 26.21
25 H -9.72 6.52 24.23
26 C -11.65 -1.93 26.10
27 H -16.04 5.24 29.93
28 H -12.67 -0.24 26.26
29 H -16.46 -1.97 29.60
30 H -12.22 2.37 23.37
31 H -11.20 4.70 23.69
32 C -18.45 2.32 28.51
33 H -10.83 7.43 28.99
34 C -12.20 1.53 24.06
35 H -18.28 1.27 28.29
36 H -10.14 5.13 29.33
37 H -15.32 6.37 31.11
38 H -12.21 6.00 24.44
39 H -17.57 2.88 28.17
40 O -11.93 4.29 25.53
41 C -12.27 -0.84 30.78
42 H -13.34 -1.06 30.70
43 H -15.23 0.69 26.86
44 H -10.53 1.06 28.65
45 O -11.88 4.81 28.29
46 H -14.24 -1.98 32.69
47 H -14.69 -1.64 26.73
48 C -11.44 5.24 24.61
49 O -18.61 4.16 30.14
50 O -13.21 2.58 29.48
51 H -12.80 8.02 29.81
52 O -12.74 7.08 29.65
53 H -9.65 2.13 30.58
54 H -11.22 -4.16 24.72
55 O -15.21 -0.12 25.03
56 H -14.50 0.51 24.94
57 C -15.08 1.10 29.38
58 C -11.54 -1.57 31.94
59 H -11.89 -1.38 29.90
60 C -10.10 5.86 25.00
61 H -14.15 -2.15 30.48
62 H -9.84 2.61 28.09
63 H -15.78 1.94 29.42
64 O -14.85 -2.65 32.40
65 H -16.50 5.22 31.66
66 H -12.20 0.23 30.61
67 H -13.19 0.87 28.19
68 H -12.70 5.34 28.34
69 H -14.80 0.69 30.35
70 H -7.33 0.84 29.48
71 H -9.38 5.06 25.15
72 C -11.32 6.78 29.72
73 C -13.86 1.60 28.64
74 C -9.61 1.63 28.49
75 H -10.32 6.45 25.90
76 H -12.52 2.58 25.60
77 H -11.94 -1.09 32.84
78 H -9.70 -1.76 31.32
79 H -15.02 -3.66 30.53
80 H -8.95 1.06 27.83
81 O -12.67 -1.11 26.68
82 C -8.91 1.87 29.82
83 H -17.16 -0.72 27.73
84 H -11.13 1.38 24.25
85 H -13.04 -3.18 25.17
86 H -12.66 3.10 28.89
87 H -11.55 4.66 30.29
88 H -17.94 2.23 30.60
89 H -12.80 -1.88 24.15
90 O -7.96 0.93 30.20
91 H -11.93 4.65 26.43
92 H -11.80 -2.63 31.96
93 O -12.92 1.75 25.28
94 C -12.23 -2.52 24.81
95 H -16.71 0.95 25.93
96 H -17.12 -2.42 31.29


(2)
DFT (wB97M-V/def2-TZVPD) results for a 21-piece molecular cluster, C20H64F17NO24PS2 overall.

Calculated values
Molar mass, g/mol: 1120.8
Gap between HOMO and LUMO, eV: 7.91
E_LUMO, eV: -2.45
Charge: +1
ΔE to the lowest compared entry with this formula, charge and spin, eV: 0.000

Cartesian coordinates (Å):
1 H 6.38 -4.78 -3.75
2 H 6.55 -1.80 -3.02
3 O 4.98 1.42 -1.19
4 H 9.10 -0.24 -5.66
5 H -1.75 -5.70 1.41
6 O -2.37 9.43 0.24
7 H -0.15 1.85 -1.12
8 F -5.81 0.60 1.16
9 C 1.78 -3.29 3.75
10 H -2.52 8.73 -0.40
11 H -7.56 -0.60 -3.25
12 H -1.87 -8.29 -0.46
13 F -3.33 1.22 2.14
14 H 1.35 -0.22 -7.14
15 F -8.02 1.43 -2.15
16 H -7.71 5.45 1.14
17 H 1.62 1.18 6.76
18 O -2.16 1.65 -2.78
19 H 7.18 1.21 0.12
20 H -5.29 -2.59 -2.79
21 H 0.88 -3.01 -2.30
22 H 0.82 1.15 -6.75
23 S 3.44 -2.12 -3.30
24 H 4.62 2.26 -1.48
25 C 1.12 -3.20 -1.25
26 H 1.85 1.34 5.28
27 C 1.74 -1.95 -0.64
28 H -2.45 6.71 1.92
29 C 1.54 -3.85 2.33
30 H 1.08 3.88 -0.41
31 C -4.17 1.89 0.04
32 O 2.59 -0.94 1.39
33 H 1.38 -0.28 -1.90
34 F -3.52 4.27 1.27
35 H 2.46 -3.99 4.25
36 O 6.57 -0.87 -3.26
37 P 3.44 -1.65 -1.42
38 O -2.63 7.54 2.36
39 C 0.11 3.28 1.34
40 H -1.26 -3.44 -3.98
41 O -1.62 -7.68 0.24
42 O -7.49 5.13 2.02
43 C -2.54 3.37 1.52
44 C 1.02 0.42 0.04
45 H 0.47 -3.90 2.09
46 O -5.03 -2.30 -3.66
47 F -1.21 5.23 1.06
48 C -0.97 -1.47 3.85
49 H 3.10 -6.45 -3.48
50 O 1.45 0.47 -6.47
51 H -0.80 -4.85 -4.33
52 H -0.58 -0.75 3.12
53 H 9.01 -1.53 -4.85
54 H 2.12 3.00 0.66
55 F -5.68 2.71 1.70
56 H -1.98 -5.97 2.89
57 O 2.22 -6.29 -3.82
58 H -0.74 -7.96 0.51
59 H -2.97 2.04 -3.14
60 F -6.64 -0.04 -1.36
61 F -1.94 1.31 0.48
62 O 3.12 -4.53 -0.89
63 H 0.76 -1.91 1.30
64 O 4.01 1.42 7.12
65 H 0.92 -1.25 4.94
66 H 2.16 1.02 1.78
67 C 0.83 1.79 -0.64
68 O -1.39 -5.50 2.29
69 H 4.71 1.72 7.70
70 H 2.05 -7.02 -4.42
71 H 8.24 2.28 -0.08
72 C -1.24 3.90 0.83
73 O -0.65 -4.13 -3.71
74 H 0.14 0.26 0.67
75 C 0.11 -1.97 4.83
76 F -7.90 1.98 0.34
77 C -5.59 1.83 0.67
78 H -1.38 -1.11 -0.34
79 F -2.37 3.36 2.85
80 H 0.74 3.33 6.12
81 O 1.53 0.70 5.92
82 O 2.30 -3.19 1.30
83 C -6.80 1.27 -1.61
84 H 3.65 -0.26 -1.33
85 H 6.55 -3.89 -4.98
86 H 1.62 0.81 -4.38
87 F -4.06 2.87 -0.87
88 H -3.00 10.12 0.00
89 S -0.73 -0.92 -1.51
90 O 0.83 3.14 7.05
91 H -2.10 8.19 1.88
92 C 1.78 -1.98 0.89
93 O 8.47 -0.88 -5.31
94 F -0.12 2.19 2.11
95 O 6.40 -3.86 -4.03
96 C 1.12 3.00 0.24
97 H -1.74 -0.94 4.42
98 C -6.75 2.15 -0.33
99 H 3.12 0.73 0.35
100 H -8.53 -1.73 -2.98
101 F -1.39 3.74 -0.50
102 H 4.44 -2.30 -0.69
103 C 1.99 -4.44 -1.27
104 H 0.65 3.98 7.49
105 H -5.86 -1.99 -4.06
106 F -5.91 1.64 -2.52
107 O 7.75 1.60 -0.55
108 H 1.56 1.81 -1.45
109 F 0.67 4.21 2.17
110 H 1.31 2.06 -3.56
111 H -1.44 -2.31 3.35
112 F -6.68 3.44 -0.73
113 H 5.79 1.31 -1.73
114 H -7.02 4.30 1.87
115 O -7.98 -1.35 -3.67
116 H 1.89 -4.88 2.33
117 F -4.02 0.71 -0.63
118 H 0.21 -3.46 -0.71
119 H 2.29 -2.33 3.73
120 H 3.87 0.50 7.36
121 H 6.75 -0.89 -4.21
122 C -2.99 1.94 1.07
123 O 0.60 -3.26 4.52
124 C 2.26 0.36 0.92
125 O 1.51 1.12 -3.47
126 N 0.96 -0.67 -1.03
127 H 1.51 -5.32 -1.72
128 H -2.42 1.34 -1.91
129 H -0.36 -2.05 5.81


(3)
DFT (wB97M-V/def2-TZVPD) results for a 11-piece molecular cluster, C20H64N2O17 overall.

Calculated values
Molar mass, g/mol: 604.7
Gap between HOMO and LUMO (spin up / spin down), eV: 8.65 / 3.38
Multiplicity: 2
E_LUMO (spin up / spin down), eV: -2.28 / -7.56
⟨S²⟩: 0.754
Charge: +1

Cartesian coordinates (Å):
1 C -2.41 -8.30 7.68
2 H 0.56 -6.83 8.15
3 H -10.03 -3.81 12.68
4 O -2.31 -10.95 5.38
5 H -6.53 -8.15 10.23
6 C -4.39 -8.91 13.23
7 H -4.06 -8.30 8.89
8 N -7.18 -6.45 15.38
9 H -12.20 -13.17 13.73
10 H -11.43 -11.72 14.45
11 O -3.09 -4.86 9.40
12 H -13.94 -9.99 13.03
13 H -4.34 -6.67 7.19
14 H -8.29 -6.25 6.51
15 H -5.60 -5.83 7.14
16 H -0.66 -9.42 10.08
17 H -7.10 -8.03 5.81
18 C -6.61 -7.66 16.07
19 C -8.87 -4.75 14.92
20 H -2.22 -10.92 4.42
21 H -14.36 -11.65 13.50
22 H 1.16 -12.93 8.15
23 H -8.86 -11.70 10.87
24 C 1.28 -9.57 9.98
25 N -9.45 -11.28 12.89
26 O -12.44 -11.35 12.83
27 H -1.84 -5.66 10.40
28 H -1.47 -8.83 7.51
29 C -11.64 -12.26 13.53
30 H 0.73 -13.04 5.91
31 H 2.05 -10.31 9.76
32 O -9.31 -9.04 6.48
33 H -9.70 -4.28 15.45
34 H -1.89 -12.14 8.01
35 H -8.10 -4.00 14.80
36 H -3.60 -5.27 8.70
37 O -1.28 -6.36 10.74
38 H -3.34 -9.91 8.65
39 C -9.26 -4.58 12.59
40 H -8.11 -7.34 10.08
41 H 0.50 -11.26 7.99
42 C -3.12 -8.87 8.89
43 O -8.21 -9.31 10.72
44 H -9.68 -5.15 11.76
45 C -8.40 -5.85 15.90
46 O 0.00 -10.11 9.97
47 H -8.33 -4.11 12.28
48 H -1.42 -11.10 5.69
49 H -0.47 -11.86 9.98
50 H -7.57 -9.65 12.69
51 O -5.03 -11.81 6.58
52 H 1.03 -9.12 8.04
53 C 0.38 -12.31 7.72
54 O -0.91 -12.70 9.78
55 H -8.84 -8.31 8.24
56 H -4.08 -9.83 13.72
57 H -0.67 -6.54 10.02
58 H -7.24 -6.61 14.39
59 H -4.88 -8.94 15.81
60 H -2.15 -7.26 7.83
61 O -3.12 -8.49 6.49
62 C -8.45 -11.44 11.85
63 O -9.25 -5.45 13.71
64 H -9.70 -13.24 13.56
65 H -9.94 -10.44 12.60
66 H -9.97 -8.34 6.55
67 H -1.22 -13.75 8.03
68 H 1.61 -9.23 10.97
69 O -5.43 -8.28 13.94
70 H -4.20 -11.58 6.15
71 C -7.24 -7.90 6.88
72 C -1.03 -12.72 8.32
73 H -6.26 -8.16 7.28
74 C -7.54 -8.07 10.65
75 H -7.26 -8.54 16.00
76 H -3.55 -8.21 13.32
77 H -10.40 -13.08 11.97
78 C -10.24 -12.55 12.91
79 H -7.48 -7.67 11.66
80 H -7.76 -12.23 12.13
81 H -4.48 -7.32 15.49
82 H -6.43 -7.40 17.12
83 H -2.41 -7.85 10.32
84 C 1.31 -8.49 8.89
85 O -4.70 -5.82 7.46
86 O -2.44 -8.78 10.09
87 H -3.01 -9.41 6.22
88 C -13.59 -10.88 13.56
89 O 0.34 -7.38 8.90
90 O 0.26 -12.29 6.29
91 H -4.59 -9.03 12.16
92 O -7.52 -6.53 7.02
93 C -8.33 -8.79 7.41
94 C -7.63 -10.12 11.71
95 H -8.15 -5.41 16.86
96 H -7.92 -9.70 7.85
97 H -4.83 -12.62 7.05
98 H -13.40 -10.63 14.60
99 H -6.62 -10.35 11.38
100 H -9.22 -6.54 16.07
101 C -5.28 -8.05 15.34
102 H 2.35 -8.23 8.74
103 H -3.74 -4.37 9.91


(4)
DFT (wB97M-V/def2-TZVPD) results for a 11-piece molecular cluster, C20H65N17O11 overall.

Calculated values
Molar mass, g/mol: 719.8
Gap between HOMO and LUMO, eV: 8.60
E_LUMO, eV: 0.02
SMILES: COC[C@H](C)N.COC[C@H](C)N.COC[C@H](C)N.NC(N)=O.NC(N)=O.NC(N)=O.NC(N)=O.NC(N)=O.NC(N)=O.NC(N)=O.CO
ΔE to the lowest compared entry with this formula, charge and spin, eV: 0.000

Cartesian coordinates (Å):
1 H -0.59 6.14 2.18
2 H -0.67 1.04 -4.59
3 H -2.79 -1.24 -5.31
4 H 1.44 -1.20 4.46
5 N -1.26 5.52 2.60
6 H 3.41 -1.96 -4.25
7 C 1.00 -4.71 1.17
8 H 4.60 -3.02 -3.65
9 H 1.59 -3.76 -2.53
10 C -0.14 -2.59 -2.70
11 H 2.92 0.17 -5.56
12 N 1.71 2.20 4.30
13 C -2.10 0.04 4.94
14 H 2.00 4.76 -2.73
15 H -5.12 -2.59 -1.42
16 C 0.12 1.42 -3.92
17 C 1.01 -2.21 4.44
18 C -1.03 4.18 2.68
19 O -1.66 3.48 3.47
20 C -0.71 3.63 -4.36
21 N 1.18 0.01 -0.40
22 C -3.88 -1.12 -0.63
23 H -3.41 -2.94 -1.39
24 C -1.35 -2.25 -3.55
25 H -0.63 -1.51 3.76
26 H -3.01 1.82 5.76
27 H 0.65 -0.75 -0.78
28 H -5.88 -0.83 -0.59
29 H -2.15 -2.99 -3.37
30 H -1.09 -3.58 -1.24
31 N 2.92 4.59 -2.35
32 H -2.11 0.88 6.94
33 H -1.12 1.64 4.25
34 H -2.56 -2.87 -5.95
35 H -0.16 0.75 5.17
36 N 3.34 2.31 5.87
37 H -3.35 0.64 3.25
38 H 4.07 2.31 5.18
39 N -5.00 -0.39 -0.37
40 H -1.75 -1.28 -3.22
41 O -0.14 -2.32 3.62
42 H 0.88 -2.51 5.49
43 H 5.44 -2.80 -1.70
44 H -2.01 5.86 3.17
45 H 0.21 0.76 -3.06
46 H 0.94 -3.68 -4.15
47 H 0.13 -4.75 -2.96
48 N -4.19 -2.37 -1.11
49 H 3.01 1.74 -3.23
50 C -2.05 -1.91 -5.77
51 H 1.12 -2.91 2.05
52 N -0.21 0.24 1.43
53 H -5.25 -0.55 2.58
54 O 3.75 4.34 -0.21
55 O 1.20 2.88 6.41
56 H 0.94 -2.86 0.28
57 H 0.58 -1.77 -2.68
58 H -1.24 -1.96 -1.08
59 C 2.88 4.14 -1.03
60 O -0.22 2.70 -3.40
61 H 0.57 -4.53 -0.80
62 H 2.17 3.06 -3.61
63 H 0.79 2.26 3.91
64 H 0.27 4.35 1.15
65 H 2.06 -0.68 -4.28
66 H 1.37 2.17 -5.52
67 O -4.14 -0.99 4.23
68 N -0.85 0.66 4.43
69 H -1.60 -0.89 5.27
70 H -2.47 -0.88 3.05
71 C -2.75 0.80 6.06
72 N 1.79 3.35 -0.81
73 O -0.96 -2.12 -4.89
74 O 3.64 -0.29 -2.31
75 H 1.74 -2.93 4.07
76 H -4.37 -2.07 2.48
77 H 1.27 -0.41 -5.75
78 C 2.01 2.51 5.58
79 C -4.93 -1.42 3.16
80 H 2.46 1.79 3.77
81 C 1.96 0.08 -5.05
82 C 0.67 -3.81 -3.11
83 O 1.78 1.29 1.39
84 C -3.01 -0.27 3.78
85 H 0.27 2.76 1.90
86 C 1.45 1.44 -4.70
87 H -0.87 -0.36 0.97
88 H 3.66 5.27 -2.43
89 N 4.02 -2.22 -3.50
90 O 1.30 -5.43 2.10
91 H -5.05 0.54 0.00
92 H -5.87 -1.88 3.49
93 H -0.43 0.52 2.38
94 H -1.79 3.55 -4.45
95 O -2.74 -0.76 -0.41
96 H 5.35 -1.41 -0.69
97 H -1.66 -1.66 -6.75
98 N 5.04 -1.90 -1.51
99 N 0.61 -5.20 -0.06
100 N -0.56 -2.71 -1.26
101 H -3.62 0.27 6.44
102 H -0.25 3.43 -5.33
103 H 1.22 3.03 -1.59
104 H -0.42 4.64 -4.08
105 N 1.07 -3.36 1.15
106 H 0.54 -6.19 -0.21
107 C 0.99 0.51 0.85
108 N 2.50 2.18 -3.99
109 H 3.67 2.57 6.79
110 H 1.71 2.74 -0.01
111 C 4.18 -1.38 -2.43
112 H 2.03 0.27 -0.89
113 N -0.08 3.70 1.83


| no. | F_max (hartree/bohr) |
| --- | --- |
| 1 | 0.0563 |
| 2 | 0.0314 |
| 3 | 0.0858 |
| 4 | 0.0478 |